Density functional theory data (ωB97M-V with the def2-TZVPD basis set) for a structure of composition C39H35BIInN10O6S3 in a non-equilibrium geometry.

```
96
Properties=species:S:1:pos:R:3
In 0.99 0.11 -0.27
C 0.51 4.43 1.63
C 1.27 3.33 1.25
N 0.51 2.44 0.65
N -0.73 2.92 0.62
C -0.77 4.12 1.20
B -1.83 2.14 -0.13
N -2.02 0.82 0.62
C -3.12 0.39 1.25
C -2.82 -0.83 1.84
C -1.50 -1.06 1.50
N -1.04 -0.06 0.77
N -1.31 1.89 -1.54
C -1.63 2.52 -2.68
C -0.85 2.02 -3.70
C -0.06 1.05 -3.08
N -0.35 1.00 -1.79
H 0.83 5.33 2.13
H 2.33 3.17 1.38
H -1.69 4.68 1.27
H -2.84 2.78 -0.15
H -4.04 0.94 1.24
H -3.48 -1.46 2.41
H -0.86 -1.89 1.73
H -2.38 3.29 -2.69
H -0.85 2.27 -4.74
H 0.67 0.39 -3.50
O 2.36 2.73 -1.60
C 2.95 1.69 -1.39
O 2.59 0.52 -1.76
C 4.24 1.67 -0.61
C 5.40 2.22 -1.13
C 6.60 2.12 -0.43
C 6.62 1.50 0.80
C 5.46 0.98 1.34
C 4.26 1.04 0.64
S 2.87 0.33 1.42
H 5.36 2.71 -2.09
H 7.51 2.52 -0.86
H 7.55 1.41 1.36
H 5.47 0.50 2.31
C -2.66 2.19 4.27
O -1.76 1.68 5.24
C -0.41 1.85 4.93
C 0.15 3.09 4.72
C 1.50 3.20 4.46
C 2.30 2.07 4.42
C 1.76 0.82 4.66
C 0.40 0.69 4.92
N -0.24 -0.46 5.35
C 0.25 -1.70 5.57
C 1.26 -2.36 4.91
C 1.87 -3.48 5.55
C 2.85 -4.20 4.95
C 3.24 -3.89 3.63
C 2.65 -2.88 2.94
C 1.62 -2.05 3.51
O 1.02 -1.18 2.88
H -2.54 3.27 4.14
H -3.66 1.98 4.65
H -2.51 1.70 3.31
H -0.48 3.97 4.77
H 1.93 4.18 4.28
H 3.35 2.16 4.20
H 2.40 -0.04 4.65
H -1.18 -0.27 5.67
H -0.25 -2.23 6.38
H 1.57 -3.69 6.57
H 3.34 -5.01 5.47
H 4.01 -4.49 3.16
H 2.93 -2.66 1.92
N -2.33 -5.79 -7.93
C -2.39 -4.47 -7.47
C -3.28 -4.12 -6.45
C -3.37 -2.82 -6.01
C -2.57 -1.84 -6.58
C -1.69 -2.17 -7.59
C -1.60 -3.47 -8.04
S -2.62 -0.20 -5.85
O -1.70 0.62 -6.61
O -4.00 0.24 -5.86
N -2.03 -0.50 -4.40
C -2.77 -0.80 -3.39
S -4.59 -0.52 -3.38
C -4.61 -1.23 -1.79
C -3.36 -1.57 -1.40
N -2.36 -1.32 -2.27
H -2.61 -6.46 -7.23
H -1.45 -6.02 -8.35
H -3.89 -4.90 -5.99
H -4.05 -2.54 -5.22
H -1.07 -1.39 -8.00
H -0.92 -3.74 -8.84
H -5.53 -1.33 -1.26
H -3.11 -2.04 -0.46
I 1.00 -2.54 -0.95
```

E ... -4213.6536 a.u.
E_LUMO ... 3.23 eV
Total charge ... -2
HOMO ... -1.95 eV
Relative energy (zero: lowest compared OMol25 entry of this formula, charge and spin) ... 23.96 kcal/mol
Frontier orbital gap ... 0.1906 Ha

Results of the Mulliken charge analysis, in e, for atoms 1 through 2: In 1.273; C -1.606